1.
Here is C6H18NP2 as an isolated structure from OMol25. Energies are from ωB97M-V/def2-TZVPD.

Cartesian coordinates (Å):
H (1.35, 2.97, -0.29)
P (0.80, 0.78, -0.96)
H (-2.45, 2.08, -0.58)
H (5.14, -2.00, 2.02)
C (-2.19, -0.62, 1.62)
H (-0.18, 3.01, -1.14)
H (-3.09, -1.17, 1.72)
C (2.57, 0.64, -0.28)
C (4.59, -1.95, 1.08)
H (3.22, 1.43, -0.93)
N (-0.07, -0.33, -0.23)
H (-1.92, -1.86, -2.01)
H (-3.66, 0.90, -0.60)
H (-2.44, -2.68, -0.52)
H (-2.43, 1.01, -1.85)
C (0.36, 2.45, -0.38)
H (2.47, 1.11, 0.76)
H (3.53, -2.09, 1.01)
H (-3.42, -1.44, -1.34)
C (-2.65, 0.98, -0.78)
H (3.25, -0.27, -0.28)
H (-1.50, -1.39, 2.06)
P (-1.66, -0.44, -0.11)
C (-2.43, -1.72, -1.04)
H (-0.13, 2.28, 0.60)
H (5.15, -1.96, 0.12)
H (-2.21, 0.28, 2.32)

The HOMO-LUMO gap (alpha / beta) comes out at 3.03 / 2.63 eV. The value obtained for the total energy is -26570.1658 eV. The HOMO energy (alpha / beta) is -9.947 / -9.788 eV. As for the energy above the lowest of the compared OMol25 structures with the same formula, charge and spin: 413.6 kJ/mol. As for the net charge: +1.

---

2.
Here is a 5-piece molecular cluster, C8H24IN4O4 overall from OMol25. Energies are from ωB97M-V/def2-TZVPD.

Cartesian coordinates (Å):
H (0.34, 1.10, 2.96)
H (1.34, 2.36, -4.51)
C (1.33, -5.31, -0.40)
O (-3.48, -2.27, 0.87)
H (-0.46, 2.44, -1.44)
C (0.58, 2.28, -3.73)
O (-0.06, -3.42, 0.11)
N (1.81, 2.72, 2.03)
H (1.90, 2.63, -1.54)
H (-0.33, 2.08, -4.30)
C (0.39, 3.49, -2.82)
C (2.08, -3.49, 1.21)
H (0.33, 1.60, 4.63)
I (-0.26, 0.10, 0.17)
H (1.65, -3.03, -0.77)
H (2.42, 4.18, -2.50)
C (-4.19, -1.30, 0.73)
O (1.80, 3.59, 4.15)
H (0.20, 4.35, -3.46)
C (1.31, -3.81, -0.08)
H (-5.95, -2.17, 0.17)
H (-2.85, 0.27, 1.02)
H (1.47, 4.25, -1.08)
H (2.09, -2.42, 1.39)
C (1.67, 3.61, -1.94)
H (-4.50, 0.77, 0.84)
H (2.36, -5.58, -0.63)
N (-5.52, -1.30, 0.43)
N (-3.83, 0.03, 0.87)
H (0.75, 1.34, -3.19)
H (3.09, -3.87, 1.06)
H (-6.08, -0.49, 0.25)
H (2.50, 3.37, 1.72)
H (1.68, 1.95, 1.40)
H (-0.09, -2.45, 0.07)
O (-0.71, 3.19, -2.01)
H (1.60, -4.00, 2.06)
H (0.65, -5.54, -1.22)
H (1.06, -5.87, 0.49)
N (0.53, 1.81, 3.67)
C (1.39, 2.79, 3.32)

The HOMO-LUMO gap comes out at 8.15 eV. The value obtained for the total energy is -30941.1408 eV. The HOMO energy is -5.113 eV. As for the energy above the lowest of the compared OMol25 structures with the same formula, charge and spin: 77.4 kJ/mol. As for the net charge: -1.

---

3.
Here is C25H19F5N3O10TeW as an isolated structure from OMol25. Energies are from ωB97M-V/def2-TZVPD.

Cartesian coordinates (Å):
C (0.96, -3.24, 2.63)
C (-1.32, 0.11, 5.54)
H (-2.49, 0.62, 1.17)
H (0.52, 2.07, 4.48)
C (3.83, -5.36, 1.25)
C (-0.83, 0.23, 4.16)
O (-3.17, 6.70, -4.95)
H (-2.76, 1.24, 3.54)
C (2.96, -4.17, 1.58)
C (3.10, -0.46, 1.00)
H (-0.23, -3.36, 4.43)
F (0.93, 1.63, -2.15)
F (1.68, 0.26, -4.89)
C (2.55, -1.77, 1.52)
H (-0.05, -2.22, 0.31)
O (0.12, 0.46, 0.45)
C (-1.69, 2.48, -3.59)
C (-1.26, 1.13, -3.97)
C (-1.76, 2.86, -2.24)
C (0.48, -0.74, 2.59)
H (3.22, -6.21, 0.95)
F (1.79, -2.24, -5.57)
O (-0.87, 0.84, -5.11)
W (-0.31, 0.48, -1.31)
H (3.78, -0.66, 0.18)
O (-0.35, -1.03, 3.72)
H (3.68, 0.06, 1.77)
O (-1.32, -0.97, -0.72)
F (0.16, -0.77, -6.93)
O (-1.51, 4.11, 0.27)
N (-2.27, 4.61, -0.53)
C (1.13, 0.57, 3.04)
C (3.32, -2.89, 1.20)
O (-3.10, 5.46, -0.30)
C (-0.54, -0.42, 1.44)
C (-1.76, 0.34, 1.92)
H (-2.90, 6.03, -2.66)
O (-2.71, 5.22, -6.45)
C (1.37, -1.94, 2.27)
C (-2.44, 4.64, -4.24)
C (0.38, 1.13, 3.97)
C (-0.92, -1.59, 0.51)
H (-1.93, 3.11, -5.64)
H (-1.74, -2.20, 0.88)
O (-1.44, 1.99, -1.26)
H (4.40, -5.66, 2.13)
H (1.46, -5.31, 2.57)
H (-0.45, -4.69, 3.29)
C (1.78, -4.32, 2.28)
H (4.23, -2.74, 0.63)
H (-1.19, -3.13, 2.99)
N (-2.80, 5.61, -5.31)
H (4.53, -5.13, 0.45)
C (-2.55, 5.04, -2.92)
C (-0.30, -3.62, 3.37)
C (-1.91, 0.67, 3.19)
F (0.92, -0.78, -2.03)
H (2.03, 0.99, 2.63)
O (-1.29, 0.18, -3.06)
Te (0.43, -1.05, -5.14)
H (2.34, 0.22, 0.63)
C (-2.19, 4.15, -1.93)
N (-1.70, 0.05, 6.62)
C (-2.01, 3.39, -4.60)

The HOMO-LUMO gap comes out at 6.08 eV. The value obtained for the total energy is -73874.8836 eV. The HOMO energy is -11.518 eV. As for the energy above the lowest of the compared OMol25 structures with the same formula, charge and spin: 0.0 kJ/mol. As for the net charge: +1.